An isolated molecule of C3H5NOS, computed with ωB97M-V/def2-TZVPD.

Each atom is followed by the atoms it is bonded to, with distances in Å.
Element x y z (Å)
1 O 2.3980 -0.4856 -0.6896  C2 1.187
2 C 1.3777 -0.1626 -0.1761  O1 1.187, C3 1.509, N6 1.363
3 C 0.4019 0.9255 -0.5507  C2 1.509, C4 1.517, H7 1.045, H8 1.026
4 C -0.5597 0.2498 0.4085  C3 1.517, S5 1.978, N6 1.449, H9 1.064
5 S -2.0627 -0.4399 -0.6762  C4 1.978, H10 1.344
6 N 0.4484 -0.7714 0.6130  C2 1.363, C4 1.449, H11 0.990
7 H 0.5316 1.9278 -0.2865  C3 1.045
8 H 0.2582 0.8775 -1.5653  C3 1.026
9 H -0.8391 0.6021 1.3726  C4 1.064
10 H -2.5844 -1.2687 0.2442  S5 1.344
11 H 0.6302 -1.4546 1.3061  N6 0.990

Summary:
HOMO-LUMO gap: 10.19 eV
Multiplicity: 1
ΔE to the lowest compared entry with this formula, charge and spin: 36.03 kcal per mole
Total energy: -645.45426 a.u.
HOMO: -9.50 eV
SMILES string: O=C1C[C@@H](S)N1
Total charge: 0